# 1
{"formula": "C25H41BrN2P2Pd", "method": "ωB97M-V with the def2-TZVPD basis set", "symbols": ["C", "C", "C", "C", "N", "C", "C", "C", "C", "C", "C", "C", "C", "C", "Pd", "P", "H", "H", "H", "H", "H", "H", "H", "H", "C", "C", "H", "H", "H", "H", "H", "C", "C", "H", "H", "H", "H", "H", "C", "C", "H", "H", "H", "H", "H", "Br", "P", "C", "C", "H", "H", "H", "H", "H", "C", "C", "H", "H", "H", "H", "H", "C", "C", "H", "H", "H", "H", "H", "N", "H", "H", "H"], "positions_angstrom": [[2.855, 4.633, 0.014], [1.674, 4.064, -0.495], [1.595, 3.777, -1.862], [2.738, 3.935, -2.648], [3.887, 4.369, -2.135], [3.946, 4.732, -0.851], [0.498, 3.774, 0.271], [-0.601, 3.819, 0.846], [-1.686, 3.155, 1.505], [-1.386, 1.992, 2.245], [-2.280, 0.911, 2.244], [-3.536, 1.101, 1.655], [-3.944, 2.385, 1.234], [-3.041, 3.456, 1.308], [-0.930, -0.915, 1.410], [1.423, -0.716, 0.796], [0.665, 3.421, -2.291], [2.941, 4.973, 1.041], [2.697, 3.693, -3.708], [4.905, 5.120, -0.510], [-3.400, 4.476, 1.205], [-0.424, 1.932, 2.753], [-4.967, 2.519, 0.876], [-2.079, -0.072, 2.752], [2.361, -2.311, 1.005], [3.558, -2.557, 0.089], [1.609, -3.110, 0.880], [2.675, -2.340, 2.064], [3.911, -3.581, 0.266], [3.294, -2.480, -0.974], [4.404, -1.892, 0.316], [1.569, -0.142, -0.945], [2.897, 0.418, -1.468], [0.793, 0.641, -1.030], [1.239, -0.989, -1.570], [2.753, 0.654, -2.531], [3.169, 1.361, -0.974], [3.733, -0.291, -1.408], [2.366, 0.583, 1.710], [3.879, 0.429, 1.848], [1.921, 0.668, 2.715], [2.116, 1.526, 1.197], [4.234, 1.243, 2.493], [4.183, -0.509, 2.328], [4.421, 0.535, 0.900], [-4.720, -0.440, 1.492], [-1.957, -1.836, -0.352], [-0.845, -2.691, -1.529], [-1.404, -3.913, -2.238], [0.061, -2.942, -0.954], [-0.550, -1.928, -2.264], [-0.630, -4.311, -2.897], [-1.688, -4.704, -1.544], [-2.264, -3.671, -2.864], [-3.166, -3.050, 0.291], [-4.378, -3.312, -0.589], [-3.485, -2.661, 1.269], [-2.602, -3.974, 0.485], [-5.057, -3.990, -0.061], [-4.954, -2.410, -0.818], [-4.101, -3.806, -1.525], [-2.730, -0.471, -1.290], [-3.237, -0.810, -2.678], [-1.997, 0.350, -1.297], [-3.561, -0.125, -0.656], [-3.790, 0.051, -3.059], [-2.442, -1.032, -3.391], [-3.931, -1.652, -2.652], [0.095, -1.216, 3.393], [-0.611, -1.062, 4.116], [0.881, -0.601, 3.613], [0.428, -2.184, 3.430]], "lowdin_spin": [0.0627, 0.0096, 0.0654, 0.0779, 0.7410, 0.0748, 0.1903, 0.0039, 0.1931, 0.1244, 0.0698, 0.1888, 0.0469, 0.0364, 0.9200, 0.2448, 0.0064, 0.0058, 0.0154, 0.0162, 0.0006, 0.0048, -0.0005, 0.0123, 0.0273, 0.0116, 0.0025, 0.0000, 0.0025, 0.0004, 0.0001, 0.0389, 0.0146, 0.0047, -0.0002, 0.0024, 0.0001, 0.0001, 0.0337, 0.0126, 0.0021, 0.0001, 0.0025, 0.0003, 0.0000, 0.1490, 0.2474, 0.0364, 0.0124, 0.0068, 0.0006, 0.0025, 0.0004, 0.0001, 0.0545, 0.0217, 0.0097, 0.0007, 0.0033, 0.0015, 0.0002, 0.0457, 0.0190, 0.0063, 0.0023, 0.0037, 0.0003, 0.0002, 0.1004, 0.0036, 0.0016, 0.0025], "homo_lumo_gap_ev": [6.181, 5.420], "energy_ha": -4469.56843, "charge": 4, "multiplicity": 5, "lumo_energy_ev": [-12.8, -15.6]}



# 2
{"formula": "C25H41ClO13S", "method": "ωB97M-V with the def2-TZVPD basis set", "symbols": ["C", "C", "O", "C", "C", "C", "C", "C", "C", "S", "O", "C", "O", "O", "C", "C", "Cl", "C", "C", "H", "H", "H", "H", "H", "H", "H", "H", "H", "H", "H", "H", "H", "H", "H", "H", "H", "H", "H", "H", "H", "H", "H", "C", "C", "C", "O", "C", "O", "O", "H", "H", "H", "H", "H", "H", "C", "C", "C", "O", "C", "O", "O", "H", "H", "H", "H", "H", "H", "C", "C", "C", "O", "C", "O", "O", "H", "H", "H", "H", "H", "H"], "positions_angstrom": [[0.616, -0.834, 0.536], [-0.214, -0.498, -0.832], [-0.547, -1.738, -1.498], [-0.174, -1.730, -2.902], [-1.348, -0.993, -3.716], [-0.898, -0.301, -5.093], [0.469, 0.534, -5.021], [0.391, 1.851, -4.108], [1.689, 2.775, -4.261], [2.178, 3.374, -5.965], [1.379, 3.940, -3.408], [2.156, 3.782, -2.189], [1.797, 3.895, -1.012], [3.461, 3.420, -2.721], [3.092, 2.317, -3.611], [3.299, 0.812, -3.101], [4.132, -0.182, -4.435], [4.221, 0.698, -1.767], [3.978, -0.788, -1.132], [0.939, -1.930, 0.445], [-0.091, -0.674, 1.427], [1.563, -0.176, 0.625], [0.460, 0.205, -1.433], [-1.157, 0.094, -0.555], [-0.102, -2.840, -3.216], [0.852, -1.233, -2.974], [-1.916, -0.298, -3.000], [-2.108, -1.817, -4.002], [-1.730, 0.461, -5.359], [-0.837, -1.075, -5.932], [1.353, -0.163, -4.756], [0.691, 0.891, -6.097], [0.177, 1.648, -2.999], [-0.514, 2.466, -4.485], [2.824, 2.249, -6.504], [3.835, 2.468, -4.481], [2.307, 0.303, -2.852], [3.969, 1.524, -1.022], [5.325, 0.705, -2.102], [3.126, -1.318, -1.707], [4.922, -1.427, -1.241], [3.605, -0.716, -0.045], [-3.043, 1.524, 4.256], [-2.569, 0.090, 4.365], [-1.703, -0.165, 5.564], [-0.872, -1.233, 5.124], [-0.780, -1.122, 3.769], [0.004, -1.726, 3.088], [-1.697, -0.238, 3.284], [-2.217, 2.195, 4.005], [-3.776, 1.618, 3.451], [-3.508, 1.862, 5.185], [-3.423, -0.595, 4.335], [-2.285, -0.463, 6.439], [-1.068, 0.685, 5.831], [-6.261, -3.278, -0.551], [-5.734, -2.160, -1.425], [-4.637, -2.591, -2.354], [-3.882, -1.397, -2.518], [-4.069, -0.661, -1.388], [-3.424, 0.304, -1.094], [-5.091, -1.162, -0.636], [-5.521, -3.575, 0.198], [-7.144, -2.943, -0.001], [-6.537, -4.152, -1.145], [-6.556, -1.686, -1.971], [-5.021, -2.940, -3.314], [-3.984, -3.360, -1.930], [3.117, -0.222, 4.543], [3.392, 0.541, 5.821], [2.591, 0.055, 6.992], [2.463, 1.227, 7.787], [2.535, 2.287, 6.935], [2.259, 3.414, 7.230], [2.967, 1.898, 5.701], [2.118, -0.003, 4.158], [3.823, 0.078, 3.765], [3.211, -1.300, 4.694], [4.465, 0.538, 6.042], [3.103, -0.734, 7.546], [1.589, -0.293, 6.720]], "lowdin_charge": [-0.0591, -0.2308, -0.2020, -0.1804, -0.1542, -0.1851, -0.2136, -0.1286, -0.6283, 0.7943, -0.0349, -0.3455, 0.1506, 0.0143, -0.3093, -0.5484, 0.5812, -0.2189, -0.1162, 0.0925, 0.0468, 0.0665, 0.0902, 0.1104, 0.1375, 0.0897, 0.1031, 0.1102, 0.1187, 0.1116, 0.0739, 0.1003, 0.1214, 0.1419, -0.0809, 0.0953, 0.0639, 0.1139, 0.1087, 0.0677, 0.0774, 0.0605, -0.0165, -0.3385, -0.1090, 0.0584, -0.5264, 0.1191, 0.0853, 0.0971, 0.0881, 0.0916, 0.1609, 0.1434, 0.1391, -0.0223, -0.3428, -0.1020, 0.0207, -0.5194, 0.1468, 0.0911, 0.0944, 0.0854, 0.0905, 0.1601, 0.1438, 0.1467, -0.0118, -0.3413, -0.1074, 0.0637, -0.5391, 0.1555, 0.0876, 0.0825, 0.0873, 0.0970, 0.1598, 0.1428, 0.1316], "homo_lumo_gap_ev": 9.616, "energy_ha": -2813.59202, "charge": 0, "multiplicity": 1, "lumo_energy_ev": 0.5}